Record 1
Formula: C7H18NOSi
Source: the Open Molecules 2025 dataset
Level of theory: the ωB97M-V functional and the def2-TZVPD basis

Geometry (Å):
1 C -1.83 1.03 -0.13
2 C -1.66 2.39 -0.69
3 C -1.37 -2.49 -0.18
4 C 1.90 -0.87 -1.21
5 C 1.80 1.89 0.02
6 C 1.42 -0.51 1.97
7 C -0.74 0.03 -0.06
8 N -1.40 -1.13 0.52
9 O -2.82 0.80 0.50
10 Si 1.20 0.12 0.16
11 H -1.40 3.08 0.16
12 H -1.02 2.45 -1.72
13 H -2.54 2.85 -0.97
14 H -2.09 -3.37 0.22
15 H -1.67 -2.40 -1.23
16 H -0.38 -3.09 -0.15
17 H 1.47 -0.79 -2.16
18 H 2.89 -0.77 -1.53
19 H 1.93 -1.97 -0.97
20 H 1.23 2.52 -0.61
21 H 1.88 2.25 1.16
22 H 2.77 2.16 -0.34
23 H 0.66 -0.13 2.59
24 H 1.50 -1.61 2.20
25 H 2.40 -0.04 2.22
26 H -0.70 -0.35 -1.92
27 H -2.35 -0.78 0.68
28 H -1.08 -1.28 1.45

E_HOMO ... -0.5201 Eh
Net charge ... +1
LUMO ... -4.959 eV
Frontier orbital gap ... 9.2 eV
Relative energy (zero: lowest compared OMol25 entry of this formula, charge and spin) ... 5.2053 eV
Strongest force on any atom ... 4.93 eV/Å

---

Record 2
Formula: C7H19BN2
Source: the Open Molecules 2025 dataset
Level of theory: the ωB97M-V functional and the def2-TZVPD basis

Geometry (Å):
1 B 0.84 -0.01 -0.19
2 C -2.62 -0.78 1.24
3 C -2.91 0.28 -1.11
4 C 1.09 -2.43 -0.49
5 C 2.87 -1.28 0.70
6 C 2.26 2.22 -0.29
7 C -0.02 2.30 0.32
8 C -2.35 -0.87 -0.29
9 N 1.62 -1.16 -0.15
10 N 1.05 1.42 -0.08
11 H -2.02 -1.30 1.93
12 H -3.71 -1.17 1.32
13 H -2.76 0.14 1.68
14 H -3.95 0.37 -0.89
15 H -2.41 1.17 -0.90
16 H -2.89 -0.20 -2.16
17 H 1.35 -2.57 -1.60
18 H 1.44 -3.13 0.28
19 H 0.03 -2.53 -0.48
20 H 3.52 -1.79 0.02
21 H 3.40 -0.28 1.03
22 H 2.74 -1.83 1.55
23 H 2.12 3.24 -0.61
24 H 2.79 2.17 0.57
25 H 2.81 1.70 -1.04
26 H 0.07 2.48 1.41
27 H 0.19 3.20 -0.04
28 H -0.92 1.79 0.08
29 H -2.33 -1.76 -0.83

E_HOMO (spin up / spin down) ... -0.2208 / -0.2606 Eh
Net charge ... 0
LUMO (spin up / spin down) ... 0.814 / 0.725 eV
Frontier orbital gap (spin up / spin down) ... 6.8 / 7.8 eV
Relative energy (zero: lowest compared OMol25 entry of this formula, charge and spin) ... 4.7093 eV
Strongest force on any atom ... 4.76 eV/Å

---

Record 3
Formula: C7H19Br2N3O7P2Re
Source: the Open Molecules 2025 dataset
Level of theory: the ωB97M-V functional and the def2-TZVPD basis

Geometry (Å):
1 Re 0.98 -0.67 -0.10
2 C -2.01 0.51 0.38
3 C -0.63 2.11 -1.00
4 N 0.74 1.69 -1.03
5 C 1.74 2.42 -0.24
6 C 1.63 2.11 1.26
7 N 1.65 0.64 1.56
8 C 0.84 0.36 2.78
9 C -0.66 0.46 2.47
10 N -0.97 -0.14 1.15
11 H -2.83 -0.18 0.14
12 H -2.41 1.39 0.90
13 H -0.84 2.74 -0.13
14 H -0.94 2.62 -1.91
15 H 1.05 1.54 -1.98
16 H 1.66 3.51 -0.37
17 H 2.71 2.10 -0.60
18 H 0.70 2.52 1.64
19 H 2.45 2.60 1.78
20 H 2.61 0.40 1.79
21 H 1.09 1.07 3.57
22 H 1.09 -0.64 3.13
23 H -0.98 1.50 2.46
24 H -1.21 -0.05 3.26
25 H -1.18 -1.13 1.26
26 Br 1.37 -3.21 1.94
27 C 2.21 -3.76 0.32
28 Br 2.94 -2.16 -0.52
29 H 1.45 -4.19 -0.33
30 H 3.02 -4.45 0.54
31 O -1.14 -3.62 -2.40
32 P -0.83 -2.38 -1.53
33 O -0.93 -2.60 -0.08
34 O 0.36 -1.58 -1.97
35 O -2.14 -1.32 -1.96
36 P -1.97 0.09 -2.51
37 O -3.42 0.64 -2.59
38 O -0.96 0.54 -3.43
39 O -1.50 0.94 -0.91
40 H -1.10 -3.55 -3.35
41 H -3.67 1.12 -3.38

E_HOMO (spin up / spin down) ... -0.5162 / -0.5022 Eh
Net charge ... +2
LUMO (spin up / spin down) ... -6.311 / -6.214 eV
Frontier orbital gap (spin up / spin down) ... 7.7 / 7.5 eV
Spin multiplicity ... 2
Strongest force on any atom ... 2.60 eV/Å

---

Q: What is the net charge in the third record?
A: +2